(1)
ORCA calculation (wB97M-V/def2-TZVPD) on a 15-piece molecular cluster, C3H38NO16 overall.

Its total charge is +1. The calculation puts the total energy at -37973.6447 eV. The calculation puts the HOMO-LUMO gap at 10.66 eV. The calculation puts the LUMO energy at -0.09423 hartree.

Positions of all 58 atoms, in Å:
O (-0.281, -0.467, -2.648)
C (0.887, -0.947, -2.104)
C (0.850, -1.181, -0.584)
C (1.586, 0.084, -0.092)
N (-0.560, -1.156, -0.056)
H (1.706, -0.360, -2.508)
H (1.226, -2.132, -0.237)
H (1.163, 1.010, -0.463)
H (2.619, -0.112, -0.373)
H (1.617, 0.165, 0.995)
H (-1.119, -1.960, -0.340)
H (-1.051, -0.333, -0.397)
H (-0.572, -1.067, 0.972)
H (-0.046, 0.518, 2.751)
H (-0.764, -0.644, 3.321)
O (-0.807, -0.059, 2.574)
H (-3.051, -3.880, 0.337)
H (-2.853, -3.097, 1.788)
O (-2.762, -3.128, 0.845)
H (0.831, 4.415, 1.554)
H (2.409, 4.234, 1.740)
O (1.707, 4.608, 1.207)
H (1.820, -3.879, -1.431)
H (2.421, -4.461, -0.123)
O (2.647, -4.054, -0.967)
H (-0.390, 2.949, 2.466)
H (-1.361, 2.779, 3.700)
O (-0.451, 2.802, 3.412)
H (2.519, -2.535, 2.157)
H (2.177, -1.598, 3.356)
O (1.850, -1.941, 2.522)
H (-1.491, 2.284, 0.565)
H (-0.463, 2.989, -0.317)
O (-0.556, 2.506, 0.510)
H (-2.304, 0.934, 2.250)
H (-3.611, 1.063, 2.851)
O (-2.819, 1.607, 2.732)
H (-0.029, 1.922, -3.032)
H (0.388, 3.213, -2.309)
O (-0.399, 2.715, -2.632)
H (-3.232, 1.960, -1.632)
H (-1.721, 2.019, -1.877)
O (-2.393, 1.738, -1.211)
H (1.601, 4.429, -0.515)
H (2.458, 4.224, -1.758)
O (1.581, 4.023, -1.414)
H (4.817, -1.747, 0.719)
H (3.797, -2.838, 0.134)
O (4.095, -2.347, 0.907)
H (-3.246, 0.335, 0.012)
H (-3.834, -0.979, -0.277)
O (-3.145, -0.589, 0.275)
H (1.350, -2.277, -3.614)
H (-0.866, -3.001, -2.773)
O (1.118, -2.296, -2.679)
H (-2.261, -2.832, -3.293)
H (-1.081, -1.022, -2.473)
O (-1.721, -2.607, -2.523)

Results of the natural (NBO) charge analysis, in e, for atoms 1 through 5: O -0.753; C 0.374; C -0.100; C -0.637; N -0.717


(2)
ORCA calculation (wB97M-V/def2-TZVPD) on C3H3AgLiO3 as an isolated structure.

The spin multiplicity is 2. The calculation puts the total energy at -13499.9758 eV. The expectation value of S² is 0.76. The calculation puts the HOMO-LUMO gap (alpha / beta) at 3.02 / 3.02 eV. The calculation puts the LUMO energy (alpha / beta) at -0.11654 / -0.11638 hartree.

Positions of all 11 atoms, in Å:
H (-2.602, -2.774, 0.069)
C (-1.286, 1.145, 0.006)
C (-0.074, 0.416, 0.039)
O (1.047, 1.085, 0.208)
C (2.342, 0.414, 0.110)
O (2.265, -0.781, -0.133)
O (-2.404, 0.594, -0.073)
H (-1.215, 2.240, 0.133)
H (-0.028, -0.652, -0.196)
Ag (5.125, -0.572, -0.052)
Li (-3.170, -1.114, -0.110)

Results of the natural (NBO) charge analysis, in e, for atoms 1 through 5: H -0.784; C 0.254; C 0.160; O -0.531; C 0.326


(3)
ORCA calculation (wB97M-V/def2-TZVPD) on C3H3AgO as an isolated structure.

The spin multiplicity is 2. Its total charge is -1. The calculation puts the total energy at -9200.9158 eV. The expectation value of S² is 0.76. The calculation puts the HOMO-LUMO gap (alpha / beta) at 7.94 / 7.71 eV. The calculation puts the LUMO energy (alpha / beta) at 0.14164 / 0.13898 hartree.

Positions of all 8 atoms, in Å:
C (0.027, 0.364, -0.327)
C (-1.089, -0.734, -0.026)
C (-1.150, 0.731, 0.142)
H (-1.015, -1.399, 0.851)
H (-1.556, -1.244, -0.886)
H (-1.821, 1.560, 0.365)
O (4.184, 0.640, 0.576)
Ag (2.419, 0.081, -0.695)

Results of the natural (NBO) charge analysis, in e, for atoms 1 through 5: C -0.393; C -0.526; C -0.386; H 0.144; H 0.138


(4)
ORCA calculation (wB97M-V/def2-TZVPD) on C3H3BiO4 as an isolated structure.

Its total charge is +2. The calculation puts the total energy at -17165.9756 eV. The calculation puts the HOMO-LUMO gap (alpha / beta) at 4.55 / 4.55 eV. The calculation puts the LUMO energy (alpha / beta) at -0.46964 / -0.46966 hartree.

Positions of all 11 atoms, in Å:
C (-0.829, -0.500, 0.203)
C (-1.998, -0.070, 1.065)
O (-2.755, -0.847, 1.597)
O (-0.623, 0.297, -0.875)
H (-0.995, -1.562, -0.070)
H (-2.164, 1.032, 1.117)
Bi (0.872, 1.042, -1.786)
O (2.579, 0.696, -0.674)
O (3.944, -0.068, 1.001)
C (3.070, 0.239, 0.311)
H (0.201, -0.574, 0.881)

Results of the natural (NBO) charge analysis, in e, for atoms 1 through 5: C -0.181; C 0.372; O -0.363; O -0.836; H 0.278


(5)
ORCA calculation (wB97M-V/def2-TZVPD) on C3H3Br2F as an isolated structure.

The calculation puts the total energy at -145960.1558 eV. The calculation puts the HOMO-LUMO gap at 9.62 eV. The calculation puts the LUMO energy at 0.02115 hartree.

Positions of all 9 atoms, in Å:
C (0.841, 0.236, -0.183)
C (0.072, -0.522, 0.864)
C (-0.622, 0.329, -0.536)
F (0.028, -1.856, 0.787)
Br (-1.354, -0.794, -1.883)
Br (-1.574, 1.935, -0.175)
H (1.326, 1.149, 0.148)
H (1.454, -0.352, -0.855)
H (-0.173, -0.123, 1.833)

Results of the natural (NBO) charge analysis, in e, for atoms 1 through 5: C -0.502; C 0.235; C -0.297; F -0.321; Br 0.109


(6)
ORCA calculation (wB97M-V/def2-TZVPD) on C3H3Br2F as an isolated structure.

The calculation puts the total energy at -145956.6095 eV. The calculation puts the HOMO-LUMO gap (alpha / beta) at 9.11 / 6.92 eV. The calculation puts the LUMO energy (alpha / beta) at 0.00362 / -0.04349 hartree.

Positions of all 9 atoms, in Å:
C (-0.681, 1.497, 0.512)
C (-1.431, 0.557, 0.128)
C (0.820, -1.261, -0.517)
F (0.938, -1.490, -1.836)
Br (2.186, -0.051, 0.063)
Br (0.804, -2.913, 0.466)
H (-0.981, 2.489, 0.824)
H (0.425, 1.385, 0.551)
H (-2.081, -0.212, -0.190)

Results of the natural (NBO) charge analysis, in e, for atoms 1 through 5: C -0.502; C -0.074; C 0.115; F -0.347; Br 0.075


| no. | largest force on an atom (eV Å⁻¹) |
| --- | --- |
| 1 | 3.84 |
| 2 | 2.18 |
| 3 | 1.83 |
| 4 | 6.24 |
| 5 | 3.78 |
| 6 | 2.04 |